C3H2I4 | ωB97M-V/def2-TZVPD

Results
HOMO energy (alpha / beta), eV: -8.38 / -8.33
Electronic energy, eV: -35542.29234
Frontier orbital gap (alpha / beta), eV: 7.38 / 7.52

The geometry in XYZ format:
```
9
Properties=species:S:1:pos:R:3:forces:R:3
C 0.25761 0.43550 -0.59914 -1.39 0.70 0.72
C 1.04826 0.08986 0.58179 0.37 -0.95 -0.97
C -1.12458 -0.22636 -0.34671 1.37 -0.32 -0.63
I -0.02105 2.60990 -0.72910 -0.03 0.03 0.25
I 2.00282 -1.71021 0.84392 0.28 -0.18 -0.41
I -1.44610 -2.18573 -1.09412 0.25 0.84 0.18
I -2.18372 0.24193 1.37034 -0.12 0.06 -0.08
H 0.72655 0.39214 -1.56926 -0.13 -1.22 -0.16
H 0.74021 0.35295 1.54228 -0.60 1.04 1.11
```
Positions in Å, forces in eV/Å.

List of Mulliken charges in e, atom by atom: -0.5111, -0.6391, -0.3858, 0.0933, 0.1312, 0.1492, 0.2103, 0.5094, 0.4425